(w)
Molecular formula: C5H6N
Method: DFT, ωB97M-V/def2-TZVPD

Its HOMO energy (spin up / spin down) is -13.90 / -13.90 eV. As for the lowest unoccupied orbital energy (spin up / spin down): -6.98 / -6.97 eV. Its charge is +1. The multiplicity is 1.

CARTESIAN COORDINATES (ANGSTROEM)
1 C -0.50 0.38 -0.05
2 C 0.59 1.11 0.04
3 C 1.82 0.40 0.06
4 C 1.98 -0.87 0.03
5 C -1.93 0.08 0.23
6 N -0.79 -0.88 -0.03
7 H 2.68 0.93 0.06
8 H 0.46 2.13 -0.13
9 H 2.34 -1.96 0.14
10 H -2.16 0.19 1.34
11 H -2.72 0.35 -0.52
12 H -0.76 -1.52 -0.83

=====

(x)
Molecular formula: C5H6N
Method: DFT, ωB97M-V/def2-TZVPD

Its HOMO energy (spin up / spin down) is -16.48 / -16.48 eV. As for the lowest unoccupied orbital energy (spin up / spin down): -7.46 / -7.46 eV. Its charge is +1. The multiplicity is 1.

CARTESIAN COORDINATES (ANGSTROEM)
1 C -0.68 -1.84 0.66
2 C -1.35 -1.53 -0.37
3 C -0.52 -0.45 -1.01
4 C -0.26 0.44 0.09
5 C 0.92 1.47 0.05
6 N 0.35 -0.85 0.12
7 H -0.54 -2.40 1.58
8 H -0.25 -0.63 -2.10
9 H -1.15 0.61 0.74
10 H 1.13 1.65 -1.05
11 H 1.78 1.15 0.76
12 H 0.57 2.38 0.52

=====

(y)
Molecular formula: C5H6N
Method: DFT, ωB97M-V/def2-TZVPD

Its HOMO energy (spin up / spin down) is -15.18 / -15.15 eV. As for the lowest unoccupied orbital energy (spin up / spin down): -7.85 / -5.62 eV. Its charge is +1. The multiplicity is 1.

CARTESIAN COORDINATES (ANGSTROEM)
1 C 0.06 -0.09 -1.22
2 C 0.34 -1.34 -0.44
3 C 0.29 0.91 0.83
4 C 0.10 1.29 -0.66
5 C -0.44 -0.35 0.33
6 N -1.13 0.45 -0.88
7 H 0.04 -2.27 -0.91
8 H 1.36 -1.34 -0.08
9 H 1.42 0.52 0.91
10 H 0.06 1.43 1.76
11 H 0.18 2.11 -1.38
12 H -2.26 -1.33 1.73

=====

(z)
Molecular formula: C5H6N
Method: DFT, ωB97M-V/def2-TZVPD

Its HOMO energy is -15.84 eV. As for the lowest unoccupied orbital energy: -6.31 eV. Its charge is +1. The multiplicity is 1.

CARTESIAN COORDINATES (ANGSTROEM)
1 C 1.52 0.08 0.11
2 C 2.67 -0.24 0.54
3 C -0.74 -0.88 0.29
4 C -0.82 0.61 0.51
5 C 0.49 -0.46 -0.84
6 N 0.34 0.92 -0.28
7 H -0.40 -1.46 1.07
8 H -1.52 -1.27 -0.23
9 H -1.75 0.88 0.03
10 H -0.78 0.96 1.54
11 H 0.48 -0.89 -1.91
12 H 0.51 1.76 -0.83

=====

Most stable: (w)

=====

(w)
Molecular formula: CHBrClF
Method: DFT, ωB97M-V/def2-TZVPD

Its HOMO energy (spin up / spin down) is -9.88 / -10.01 eV. As for the lowest unoccupied orbital energy (spin up / spin down): -2.57 / -2.32 eV. The multiplicity is 1.

CARTESIAN COORDINATES (ANGSTROEM)
1 C -0.28 0.18 -0.20
2 F -0.87 1.06 0.55
3 Cl 0.97 -1.77 1.29
4 Br 1.21 0.99 -0.89
5 H -1.04 -0.46 -0.75

=====

(x)
Molecular formula: CHBrClF
Method: DFT, ωB97M-V/def2-TZVPD

Its HOMO energy (spin up / spin down) is -8.52 / -8.53 eV. As for the lowest unoccupied orbital energy (spin up / spin down): -3.36 / -3.36 eV. The multiplicity is 1.

CARTESIAN COORDINATES (ANGSTROEM)
1 C -0.54 0.40 -0.24
2 F -0.09 1.46 0.32
3 Cl 2.22 -1.35 0.49
4 Br -1.43 -0.87 0.64
5 H -0.16 0.36 -1.21

=====

Most stable: (w)

=====

(w)
Molecular formula: C5H11N2
Method: DFT, ωB97M-V/def2-TZVPD

Its HOMO energy is -14.46 eV. As for the lowest unoccupied orbital energy: -5.65 eV. Its charge is +1. The multiplicity is 1.

CARTESIAN COORDINATES (ANGSTROEM)
1 C -0.19 0.48 -0.18
2 C 0.88 0.82 0.72
3 C 1.45 -0.71 0.59
4 C 0.16 -0.89 -0.19
5 C -1.20 1.53 -0.55
6 N -0.63 -1.29 1.06
7 N -0.04 -1.55 -1.40
8 H 0.59 1.34 1.69
9 H 1.55 1.61 0.11
10 H 2.46 -0.82 0.10
11 H 1.50 -1.29 1.53
12 H -1.17 1.50 -1.69
13 H -0.85 2.44 -0.09
14 H -2.24 1.24 -0.40
15 H -1.65 -1.31 1.25
16 H -0.09 -2.56 -1.09
17 H -0.94 -1.22 -1.74
18 H -0.11 -1.35 1.84

=====

(x)
Molecular formula: C5H11N2
Method: DFT, ωB97M-V/def2-TZVPD

Its HOMO energy (spin up / spin down) is -12.04 / -12.04 eV. As for the lowest unoccupied orbital energy (spin up / spin down): -3.57 / -3.57 eV. Its charge is +1. The multiplicity is 1.

CARTESIAN COORDINATES (ANGSTROEM)
1 C -1.45 0.20 0.27
2 C 1.52 0.13 1.52
3 C 0.88 -0.92 0.58
4 C -1.84 -0.28 -1.04
5 C 2.60 0.12 -0.99
6 N -2.22 0.76 1.13
7 N 1.75 -0.15 0.10
8 H 0.92 0.93 1.86
9 H 2.33 -0.11 2.17
10 H 0.36 -1.79 0.33
11 H -2.74 0.15 -1.42
12 H -1.94 -1.35 -1.10
13 H -0.96 -0.10 -1.79
14 H 3.33 0.97 -0.73
15 H 3.21 -0.81 -1.11
16 H 2.03 0.37 -2.00
17 H -3.25 0.97 0.87
18 H -1.75 0.80 2.05

=====

Most stable: (w)

=====

(w)
Molecular formula: C5H11N2
Method: DFT, ωB97M-V/def2-TZVPD

Its HOMO energy is -13.25 eV. As for the lowest unoccupied orbital energy: -3.60 eV. Its charge is +1. Its SMILES is C=NC(=C)CC[NH3+]. The multiplicity is 1.

CARTESIAN COORDINATES (ANGSTROEM)
1 C 1.67 -0.04 1.74
2 N 0.64 -0.58 1.20
3 C 0.51 -0.54 -0.22
4 C 1.53 -0.97 -1.00
5 C -0.95 -0.75 -0.58
6 C -1.72 0.56 -0.96
7 N -1.25 1.70 -0.02
8 H 2.55 0.18 1.14
9 H 1.77 -0.15 2.81
10 H 1.18 -1.04 -2.03
11 H 2.42 -1.53 -0.75
12 H -1.13 -1.39 -1.44
13 H -1.53 -1.10 0.26
14 H -1.50 0.88 -1.98
15 H -2.75 0.34 -0.72
16 H -2.03 2.21 0.38
17 H -0.75 1.12 0.67
18 H -0.68 2.40 -0.49

=====

(x)
Molecular formula: C5H11N2
Method: DFT, ωB97M-V/def2-TZVPD

Its HOMO energy is -12.36 eV. As for the lowest unoccupied orbital energy: -3.20 eV. Its charge is +1. The multiplicity is 1.

CARTESIAN COORDINATES (ANGSTROEM)
1 C -0.65 -0.26 0.13
2 C -2.09 -0.40 0.52
3 C 1.22 -0.11 -0.61
4 C 0.97 -1.74 1.49
5 C -0.23 1.93 -0.90
6 N 0.58 -0.66 0.62
7 N -0.16 0.50 -0.98
8 H -2.78 0.09 -0.23
9 H -2.48 -0.92 1.45
10 H 1.97 0.71 -0.52
11 H 1.50 -0.82 -1.37
12 H 0.16 -1.87 2.15
13 H 1.19 -2.65 0.88
14 H 1.78 -1.32 2.18
15 H -0.05 2.33 0.02
16 H 0.47 2.41 -1.51
17 H -1.03 2.47 -1.40
18 H -0.38 0.29 -1.93

=====

(y)
Molecular formula: C5H11N2
Method: DFT, ωB97M-V/def2-TZVPD

Its HOMO energy is -12.42 eV. As for the lowest unoccupied orbital energy: -3.53 eV. Its charge is +1. Its SMILES is C=N/C=C/CC[NH3+]. The multiplicity is 1.

CARTESIAN COORDINATES (ANGSTROEM)
1 C -1.94 1.75 2.26
2 N -1.76 1.08 1.19
3 C -0.74 0.16 1.05
4 C 0.26 0.35 0.16
5 C 1.35 -0.66 -0.08
6 C 1.78 -0.69 -1.54
7 N 0.61 -1.42 -2.29
8 H -1.61 1.52 3.27
9 H -2.55 2.63 2.14
10 H -0.71 -0.81 1.54
11 H 0.40 1.36 -0.23
12 H 2.17 -0.45 0.61
13 H 1.01 -1.69 0.09
14 H 2.63 -1.33 -1.71
15 H 1.80 0.26 -2.07
16 H 0.56 -1.20 -3.29
17 H 0.78 -2.42 -2.26
18 H -0.27 -1.11 -1.86

=====

Most stable: (y)

=====

(w)
Molecular formula: C5H11N2
Method: DFT, ωB97M-V/def2-TZVPD

Its HOMO energy is -13.35 eV. As for the lowest unoccupied orbital energy: -3.89 eV. Its charge is +1. Its SMILES is [H]/N=C(\[NH3+])C=C(C)C. The multiplicity is 1.

CARTESIAN COORDINATES (ANGSTROEM)
1 H -1.48 -0.38 2.83
2 N -0.80 -0.15 2.12
3 C -0.97 -0.45 0.96
4 N -2.50 -0.88 0.43
5 C -0.11 -0.51 -0.25
6 C 1.06 0.23 -0.43
7 C 1.63 0.17 -1.79
8 C 1.53 1.21 0.56
9 H -2.47 -0.96 -0.56
10 H -3.06 -0.15 0.84
11 H -2.97 -1.84 0.75
12 H -0.49 -1.00 -1.22
13 H 2.41 -0.62 -1.99
14 H 2.34 1.04 -1.99
15 H 0.86 0.05 -2.55
16 H 1.31 2.21 0.14
17 H 2.59 1.16 0.56
18 H 1.13 0.87 1.59

=====

(x)
Molecular formula: C5H11N2
Method: DFT, ωB97M-V/def2-TZVPD

Its HOMO energy is -12.59 eV. As for the lowest unoccupied orbital energy: -5.22 eV. Its charge is +1. Its SMILES is CNC/C=C\C=[NH2+]. The multiplicity is 1.

CARTESIAN COORDINATES (ANGSTROEM)
1 C -2.89 0.79 -0.10
2 N -1.48 0.57 0.13
3 C -1.06 -0.79 -0.03
4 C 0.33 -1.27 0.00
5 C 1.62 -0.79 0.05
6 C 2.12 0.52 0.01
7 N 3.40 0.79 -0.05
8 H -3.12 1.83 0.09
9 H -3.12 0.57 -1.14
10 H -3.54 0.17 0.54
11 H -1.18 0.98 1.00
12 H -1.44 -1.14 -1.01
13 H -1.59 -1.46 0.69
14 H 0.31 -2.35 -0.05
15 H 2.38 -1.56 0.06
16 H 1.44 1.36 0.00
17 H 3.74 1.74 -0.11
18 H 4.09 0.04 -0.05

=====

Most stable: (x)

=====

(w)
Molecular formula: C21H24N2O3
Method: DFT, ωB97M-V/def2-TZVPD

Its HOMO energy is -7.70 eV. As for the lowest unoccupied orbital energy: 0.42 eV. Its SMILES is Cc1cccc(C(=O)N/C(=C/c2ccco2)C(=O)N2CCCCCC2)c1. The multiplicity is 1.

CARTESIAN COORDINATES (ANGSTROEM)
1 C -1.42 -3.98 1.48
2 C -1.94 -2.83 0.68
3 C -3.10 -2.16 1.04
4 C -3.57 -1.09 0.29
5 C -2.87 -0.67 -0.82
6 C -1.69 -1.30 -1.17
7 C -0.97 -0.88 -2.40
8 O -1.52 -0.68 -3.46
9 N 0.40 -0.75 -2.33
10 C 1.28 -0.65 -1.26
11 C 2.60 -0.80 -1.48
12 C 3.67 -0.65 -0.54
13 C 3.75 -0.38 0.81
14 C 5.12 -0.37 1.14
15 C 5.79 -0.62 -0.02
16 O 4.93 -0.79 -1.04
17 C 0.75 -0.34 0.12
18 O 0.69 -1.19 0.99
19 N 0.38 0.94 0.33
20 C 0.62 2.02 -0.60
21 C -0.63 2.42 -1.39
22 C -1.63 3.25 -0.58
23 C -2.08 2.56 0.71
24 C -0.98 2.50 1.77
25 C -0.11 1.25 1.67
26 C -1.25 -2.40 -0.44
27 H -1.28 -4.86 0.85
28 H -2.09 -4.23 2.29
29 H -0.44 -3.70 1.89
30 H -3.65 -2.48 1.92
31 H -4.48 -0.59 0.58
32 H -3.23 0.15 -1.43
33 H 0.83 -0.66 -3.24
34 H 2.94 -1.03 -2.48
35 H 2.93 -0.24 1.48
36 H 5.55 -0.19 2.10
37 H 6.83 -0.70 -0.25
38 H 1.00 2.88 -0.05
39 H 1.40 1.70 -1.30
40 H -0.32 3.01 -2.26
41 H -1.12 1.52 -1.76
42 H -1.18 4.21 -0.33
43 H -2.50 3.44 -1.20
44 H -2.92 3.13 1.12
45 H -2.44 1.56 0.49
46 H -0.36 3.40 1.71
47 H -1.42 2.48 2.76
48 H -0.68 0.37 1.99
49 H 0.75 1.35 2.35
50 H -0.35 -2.93 -0.74

=====

(x)
Molecular formula: C21H24N2O3
Method: DFT, ωB97M-V/def2-TZVPD

Its HOMO energy is -8.24 eV. As for the lowest unoccupied orbital energy: 0.19 eV. Its SMILES is O=C(NC1CCCCC1)c1cn2c3c(cccc3c1=O)OC[C@@H]2C1CC1. The multiplicity is 1.

CARTESIAN COORDINATES (ANGSTROEM)
1 O 1.51 -2.15 0.41
2 C 0.71 -1.33 0.86
3 N -0.19 -1.71 1.83
4 C -0.30 -3.05 2.43
5 C -1.65 -3.69 2.06
6 C -2.82 -2.96 2.76
7 C -2.61 -2.98 4.31
8 C -1.29 -2.29 4.66
9 C -0.09 -2.96 3.95
10 C 0.66 -0.01 0.20
11 C 1.50 0.27 -0.87
12 N 1.52 1.54 -1.50
13 C 0.58 2.51 -1.14
14 C 0.44 3.72 -1.93
15 C -0.52 4.68 -1.56
16 C -1.36 4.43 -0.45
17 C -1.25 3.24 0.30
18 C -0.29 2.30 -0.06
19 C -0.26 1.05 0.65
20 O -1.06 0.83 1.56
21 O 1.21 3.97 -3.04
22 C 2.42 3.18 -3.12
23 C 2.20 1.71 -2.81
24 C 1.37 1.05 -3.89
25 C 1.72 -0.33 -4.46
26 C 1.80 0.88 -5.36
27 H -0.82 -0.96 2.15
28 H 0.50 -3.69 2.03
29 H -1.78 -3.63 0.97
30 H -1.68 -4.75 2.38
31 H -2.89 -1.93 2.33
32 H -3.78 -3.44 2.53
33 H -2.63 -4.02 4.64
34 H -3.45 -2.44 4.80
35 H -1.13 -2.37 5.74
36 H -1.33 -1.21 4.41
37 H 0.85 -2.42 4.16
38 H -0.02 -4.02 4.29
39 H 2.14 -0.51 -1.28
40 H -0.63 5.57 -2.22
41 H -2.13 5.16 -0.14
42 H -1.97 3.05 1.11
43 H 2.87 3.29 -4.12
44 H 3.16 3.57 -2.45
45 H 3.17 1.26 -2.77
46 H 0.29 1.21 -3.73
47 H 0.87 -0.99 -4.69
48 H 2.62 -0.85 -4.09
49 H 1.05 0.94 -6.16
50 H 2.78 1.26 -5.69

=====

Most stable: (w)

=====

(w)
Molecular formula: C7H37NO12
Method: DFT, ωB97M-V/def2-TZVPD

Its HOMO energy is -8.19 eV. As for the lowest unoccupied orbital energy: 0.06 eV. The multiplicity is 1.

CARTESIAN COORDINATES (ANGSTROEM)
1 C -3.66 -2.08 0.08
2 C -3.55 -1.55 -1.34
3 C -2.51 -0.41 -1.30
4 C -1.17 -0.66 -1.39
5 N -0.49 -1.88 -1.06
6 C -2.95 1.00 -1.08
7 C -2.70 1.36 0.39
8 C -1.76 2.13 0.98
9 H -2.72 -1.67 0.56
10 H -3.44 -3.28 0.09
11 H -4.59 -1.79 0.55
12 H -4.42 -1.07 -1.70
13 H -3.29 -2.25 -2.10
14 H -0.51 0.24 -1.26
15 H -1.18 -2.69 -1.40
16 H 0.42 -1.85 -1.53
17 H -2.52 1.69 -1.82
18 H -4.07 1.05 -1.22
19 H -3.29 0.69 1.09
20 H -1.54 1.96 2.02
21 H -1.05 2.84 0.45
22 H 3.15 2.87 1.13
23 H 3.31 2.46 2.56
24 O 2.73 3.17 2.06
25 H -2.45 -0.09 2.34
26 H -2.36 0.55 3.56
27 O -2.72 -0.16 3.27
28 H 0.67 0.34 -4.26
29 H 0.09 1.87 -4.13
30 O 0.23 1.07 -3.74
31 H 0.63 3.08 3.25
32 H 0.90 1.69 2.27
33 O 0.43 2.03 2.99
34 H 1.62 -3.38 -1.92
35 H 2.94 -2.33 -1.39
36 O 2.13 -2.47 -2.04
37 H 2.32 -1.25 -3.73
38 H 0.85 -1.58 -4.18
39 O 1.61 -1.19 -4.44
40 H 1.93 1.70 -0.86
41 H 2.77 0.89 -1.69
42 O 2.79 1.29 -0.88
43 H -0.25 2.23 -0.83
44 H 0.23 1.69 -2.27
45 O 0.43 2.28 -1.50
46 H 2.61 -0.22 0.11
47 H 2.88 -1.36 0.93
48 O 3.31 -0.88 0.23
49 H -1.66 -1.47 3.50
50 H -0.36 -2.28 3.75
51 O -0.88 -1.90 3.18
52 H 3.96 -0.04 2.02
53 H 2.65 -0.25 2.90
54 O 3.50 0.27 2.83
55 H 0.31 -1.45 2.30
56 H 1.00 -0.93 0.93
57 O 1.16 -1.30 1.73

=====

(x)
Molecular formula: C7H37NO12
Method: DFT, ωB97M-V/def2-TZVPD

Its HOMO energy is -9.02 eV. As for the lowest unoccupied orbital energy: 0.14 eV. The multiplicity is 1.

CARTESIAN COORDINATES (ANGSTROEM)
1 C 2.20 0.76 -1.05
2 C 1.49 2.08 -0.70
3 C 0.89 2.18 0.67
4 C 1.19 3.18 1.49
5 C -2.18 0.31 2.13
6 C -1.23 1.37 1.68
7 C -0.07 1.12 1.06
8 N 3.36 0.45 -0.19
9 H 1.50 -0.06 -0.98
10 H 2.51 0.83 -2.10
11 H 0.72 2.29 -1.45
12 H 2.23 2.88 -0.87
13 H 1.88 3.97 1.26
14 H 0.72 3.26 2.47
15 H -1.89 -0.69 1.83
16 H -3.17 0.55 1.73
17 H -2.29 0.29 3.23
18 H -1.55 2.38 1.89
19 H 0.23 0.11 0.80
20 H 3.69 -0.50 -0.33
21 H 4.11 1.11 -0.35
22 H -3.26 2.08 0.64
23 H -4.36 3.08 1.12
24 O -3.64 2.52 1.43
25 H 0.06 -1.98 -1.84
26 H -1.37 -1.53 -2.26
27 O -0.44 -1.62 -2.60
28 H -2.92 -0.29 -1.38
29 H -3.11 -1.67 -0.79
30 O -2.91 -1.23 -1.66
31 H 3.25 -2.50 0.82
32 H 4.81 -2.64 0.52
33 O 3.94 -2.57 0.13
34 H 0.00 -0.22 -3.27
35 H 0.18 0.42 -4.68
36 O 0.22 0.64 -3.74
37 H -1.65 1.08 -0.29
38 H -2.21 1.87 -1.52
39 O -2.47 1.34 -0.72
40 H -2.33 -2.59 1.11
41 H -3.57 -1.78 1.51
42 O -3.23 -2.35 0.81
43 H -0.42 -3.50 0.63
44 H 0.12 -2.56 1.66
45 O -0.70 -3.04 1.43
46 H 1.98 -2.72 2.69
47 H 2.20 -1.22 2.20
48 O 1.88 -2.15 1.92
49 H -2.05 2.69 -3.62
50 H -0.81 1.86 -3.20
51 O -1.45 2.55 -2.89
52 H 2.21 0.73 2.86
53 H 3.09 0.44 1.58
54 O 2.85 0.11 2.51
55 H 1.87 -3.27 -1.14
56 H 1.50 -2.46 0.15
57 O 1.14 -2.86 -0.66

=====

Most stable: (x)

=====

(w)
Molecular formula: CH3FO2
Method: DFT, ωB97M-V/def2-TZVPD

Its HOMO energy (spin up / spin down) is -10.74 / -10.74 eV. As for the lowest unoccupied orbital energy (spin up / spin down): -1.23 / -1.23 eV. The multiplicity is 1.

CARTESIAN COORDINATES (ANGSTROEM)
1 C -1.04 0.37 0.04
2 O 0.26 -1.48 0.19
3 O -0.77 -0.76 -0.36
4 F 2.22 0.32 -0.09
5 H -1.84 0.83 -0.53
6 H -0.36 1.08 0.71
7 H 1.53 -0.37 0.03

=====

(x)
Molecular formula: CH3FO2
Method: DFT, ωB97M-V/def2-TZVPD

Its HOMO energy is -11.60 eV. As for the lowest unoccupied orbital energy: 0.75 eV. Its SMILES is O=CF.O. The multiplicity is 1.

CARTESIAN COORDINATES (ANGSTROEM)
1 O -2.15 0.82 0.14
2 C -1.59 -0.17 0.41
3 F -0.84 -0.83 -0.49
4 H -1.56 -0.72 1.36
5 O 2.02 0.68 -0.47
6 H 2.22 0.14 -1.23
7 H 1.89 0.09 0.27

=====

(y)
Molecular formula: CH3FO2
Method: DFT, ωB97M-V/def2-TZVPD

Its HOMO energy is -11.81 eV. As for the lowest unoccupied orbital energy: 0.45 eV. Its SMILES is OC(O)F. The multiplicity is 1.

CARTESIAN COORDINATES (ANGSTROEM)
1 O 0.43 -1.11 -0.04
2 C -0.13 0.11 -0.38
3 O 0.41 1.21 -0.03
4 F -1.55 0.04 0.19
5 H 0.27 -1.34 0.90
6 H -0.34 -0.02 -1.52
7 H 0.91 1.10 0.87

=====

Most stable: (x)